No. 1
{"formula": "CH2O3S", "method": "ωB97M-V/def2-TZVPD", "symbols": ["C", "O", "O", "O", "S", "H", "H"], "positions_angstrom": [[-1.06415, 0.08391, -0.24404], [1.27576, 1.51646, -0.05675], [1.35669, -0.71780, -0.97850], [0.47616, -0.53384, 1.37216], [0.81101, 0.17493, 0.01075], [-1.26203, -0.82135, -0.71125], [-1.59343, 0.29769, 0.60763]], "mol_weight_g_mol": 94.09, "gap_ev": [8.013, 7.491], "spin_multiplicity": 1, "relative_energy_kcal_mol": 83.44}

---

No. 2
{"formula": "CH2O3S2", "method": "ωB97M-V/def2-TZVPD", "symbols": ["C", "O", "O", "O", "S", "S", "H", "H"], "positions_angstrom": [[1.54094, -0.28202, 0.00615], [-0.53463, 1.24331, 0.69903], [-2.40522, -0.35890, 0.64430], [-1.36568, 0.38145, -1.47841], [0.31513, -1.32546, -0.07795], [-1.29356, 0.23648, -0.03672], [1.09589, 0.74447, 0.14842], [2.64713, -0.63933, 0.09518]], "mol_weight_g_mol": 126.16, "gap_ev": 8.704, "spin_multiplicity": 1, "relative_energy_kcal_mol": 34.32}

---

No. 3
{"formula": "CH2O4S", "method": "ωB97M-V/def2-TZVPD", "symbols": ["C", "O", "O", "O", "O", "S", "H", "H"], "positions_angstrom": [[-0.63038, 0.26946, -1.32222], [0.61523, -1.17012, 1.33791], [1.04107, 1.14215, 1.22708], [-1.09334, 0.29986, 0.03417], [0.42739, -0.13837, -1.62454], [-0.04633, 0.24596, 1.44346], [-1.57893, 0.54705, -1.78055], [1.26530, -1.19599, 0.68469]], "mol_weight_g_mol": 110.09, "gap_ev": 11.407, "spin_multiplicity": 1, "relative_energy_kcal_mol": 18.02}

---

No. 4
{"formula": "CH2O4S", "method": "ωB97M-V/def2-TZVPD", "symbols": ["C", "O", "O", "O", "O", "S", "H", "H"], "positions_angstrom": [[-1.11051, -0.00899, -0.08982], [1.81537, -1.20060, -0.00617], [1.77051, 1.23496, -0.06870], [-0.17108, -0.05593, -1.07151], [-0.02550, 0.01790, 1.17044], [1.08474, 0.00547, 0.02970], [-1.67070, 0.92341, -0.02130], [-1.69284, -0.91621, 0.05736]], "mol_weight_g_mol": 110.09, "gap_ev": 12.040, "spin_multiplicity": 1, "relative_energy_kcal_mol": 37.65}

---

No. 5
{"formula": "CH2OS2", "method": "ωB97M-V/def2-TZVPD", "symbols": ["C", "O", "S", "S", "H", "H"], "positions_angstrom": [[1.19243, 0.23175, 0.02350], [3.49004, -0.65332, 0.03126], [-0.38572, 1.60229, 0.03844], [2.76907, 0.62237, 0.06766], [0.80009, -0.76388, -0.05713], [-1.29577, 0.64326, 0.17022]], "mol_weight_g_mol": 94.16, "gap_ev": 8.813, "spin_multiplicity": 1, "relative_energy_kcal_mol": 55.68}

---

No. 6
{"formula": "CH2OS2", "method": "ωB97M-V/def2-TZVPD", "symbols": ["C", "H", "H", "O", "S", "S"], "positions_angstrom": [[-0.45629, -0.29327, -0.31091], [1.39133, 0.30768, -0.23286], [0.73081, 0.90994, 1.23376], [0.73027, -0.30458, -0.80115], [-0.80107, 0.86245, 0.88563], [-1.59504, -1.48222, -0.77447]], "mol_weight_g_mol": 94.16, "gap_ev": 7.957, "spin_multiplicity": 1, "relative_energy_kcal_mol": 35.75}

---

No. 7
{"formula": "CH2OS2", "method": "ωB97M-V/def2-TZVPD", "symbols": ["C", "H", "H", "O", "S", "S"], "positions_angstrom": [[0.00468, 0.42323, -0.05290], [2.10134, 0.91227, 0.70130], [-2.13622, 0.54438, -0.37643], [-0.34611, 1.57385, -0.00817], [1.55649, -0.41138, -0.04718], [-1.38301, -0.62530, 0.05080]], "mol_weight_g_mol": 94.16, "gap_ev": 9.721, "spin_multiplicity": 1, "relative_energy_kcal_mol": 30.75}

---

No. 8
{"formula": "CH2OS2", "method": "ωB97M-V/def2-TZVPD", "symbols": ["C", "H", "H", "O", "S", "S"], "positions_angstrom": [[0.12759, 0.68401, -0.14342], [1.15300, -1.43566, 0.03934], [-1.51789, -0.86173, 0.79876], [0.15753, 1.90587, -0.15964], [1.57765, -0.17946, -0.24280], [-1.49788, -0.11303, -0.29223]], "mol_weight_g_mol": 94.16, "gap_ev": 10.269, "spin_multiplicity": 1, "relative_energy_kcal_mol": 10.66}

---

No. 9
{"formula": "CH2OS3", "method": "ωB97M-V/def2-TZVPD", "symbols": ["C", "O", "S", "S", "S", "H", "H"], "positions_angstrom": [[0.15846, 1.36212, 0.39581], [-0.80277, -0.36869, -2.07525], [-2.83770, -2.30828, -1.83711], [0.51274, 0.78669, 1.90135], [-2.07548, -0.71086, -2.60610], [-0.60761, 2.01292, 0.04416], [0.53697, 0.81226, -0.41713]], "mol_weight_g_mol": 126.23, "gap_ev": 6.635, "spin_multiplicity": 1, "relative_energy_kcal_mol": 15.78}

---

No. 10
{"formula": "CH31O18", "method": "ωB97M-V/def2-TZVPD", "symbols": ["C", "O", "O", "O", "H", "O", "H", "H", "O", "H", "H", "O", "H", "H", "O", "H", "H", "O", "H", "H", "O", "H", "H", "O", "H", "H", "O", "H", "H", "O", "H", "H", "O", "H", "H", "O", "H", "H", "O", "H", "H", "O", "H", "H", "O", "H", "H", "O", "H", "H"], "positions_angstrom": [[0.31712, -0.43538, -0.02590], [-0.41599, -1.39101, -0.28304], [-0.18693, 0.66032, 0.49101], [1.55821, -0.53775, -0.16490], [-1.12457, 0.64378, 0.49117], [1.32159, 2.68418, -0.57907], [0.92798, 1.78950, -0.59386], [0.62605, 3.27009, -0.56525], [-1.04922, 4.24852, 0.06920], [-1.25141, 3.58075, 0.71357], [-0.47967, 4.86026, 0.50420], [-2.25594, -3.49433, -1.07867], [-2.08225, -2.85203, -1.70524], [-1.54887, -4.09663, -1.24148], [-0.30204, -3.61388, 1.23022], [-0.61483, -2.89495, 0.67054], [-0.97460, -4.24737, 1.03140], [2.57810, 0.75128, 1.87778], [3.41929, 0.84548, 1.42452], [2.11459, 0.40207, 1.16033], [-3.23011, -1.29080, 0.60787], [-2.62459, -1.68920, 0.03775], [-3.12352, -0.34675, 0.44853], [4.20528, 1.92159, -0.01516], [3.90381, 1.17901, -0.55402], [4.10201, 2.73011, -0.54360], [-1.04269, 0.25888, 3.38500], [-1.89879, -0.20767, 3.53645], [-0.32233, -0.33887, 3.34471], [3.69131, -0.36943, -1.72397], [3.38223, -0.55458, -2.60531], [2.97399, -0.70482, -1.19779], [-2.93303, 1.25223, -0.30847], [-3.73310, 1.00709, -0.75748], [-3.33228, 1.80107, 0.37097], [2.77758, -2.51231, 0.99536], [2.36618, -3.31677, 0.63645], [2.36882, -1.72436, 0.64840], [1.40430, -3.20050, -1.51898], [1.12328, -2.49712, -0.93847], [0.86213, -3.95938, -1.33709], [-1.35940, 2.83851, 2.34264], [-1.17357, 1.97688, 2.64766], [-1.36363, 3.55146, 3.01300], [-1.17643, -1.49180, -2.84646], [-0.85391, -1.01314, -2.08367], [-1.81332, -0.85357, -3.13609], [-1.10690, 2.15987, -2.17896], [-0.85684, 3.05421, -2.21461], [-1.79310, 2.16726, -1.48118]], "total_charge": -1, "mol_weight_g_mol": 331.24, "gap_ev": 8.346, "spin_multiplicity": 1, "relative_energy_kcal_mol": 25.54}

---

No. 11
{"formula": "CH33O19Sn", "method": "ωB97M-V/def2-TZVPD", "symbols": ["Sn", "C", "O", "O", "O", "H", "O", "H", "H", "O", "H", "H", "O", "H", "H", "O", "H", "H", "O", "H", "H", "O", "H", "H", "O", "H", "H", "O", "H", "H", "O", "H", "H", "O", "H", "H", "O", "H", "H", "O", "H", "H", "O", "H", "H", "O", "H", "H", "O", "H", "H", "O", "H", "H"], "positions_angstrom": [[-2.12500, -24.32000, -1.57200], [1.10400, -25.44700, -2.24500], [2.13800, -26.05100, -1.89700], [1.05100, -24.81300, -3.37600], [0.17800, -25.20100, -1.49400], [1.74100, -25.07200, -3.98000], [0.81200, -27.60000, 0.11600], [1.23300, -28.37600, -0.19100], [1.07400, -26.94200, -0.56400], [1.79500, -29.52800, -1.78500], [2.40700, -28.90200, -2.19100], [1.69500, -30.26500, -2.39400], [-0.66300, -22.43300, -2.56100], [0.16000, -22.61300, -2.09000], [-0.68800, -21.46400, -2.49500], [2.84100, -25.50400, -6.97200], [1.88200, -25.54800, -7.04700], [2.79900, -26.06900, -6.17100], [1.58500, -22.45000, -1.30400], [2.32300, -23.09100, -1.20300], [2.07400, -21.80500, -1.82700], [3.85800, -25.02500, -4.22000], [3.82400, -25.55300, -3.42300], [4.13200, -25.69600, -4.83800], [-0.88600, -23.04400, 0.70000], [-0.04900, -23.46100, 0.92400], [-1.45400, -22.93400, 1.44000], [2.23000, -27.25700, -5.22500], [2.56700, -27.89000, -5.88300], [1.31200, -27.26400, -5.22400], [1.17900, -22.10300, -4.61600], [1.90900, -22.57700, -4.22300], [0.33000, -22.18100, -4.09000], [-2.22200, -26.45900, -3.15300], [-1.74500, -26.30200, -3.94800], [-1.71500, -27.12500, -2.64900], [1.28400, -24.63700, 0.82600], [2.25300, -24.59700, 0.86800], [1.04100, -24.77400, -0.10700], [-1.81300, -26.44100, -0.18600], [-0.95900, -26.89300, -0.20700], [-2.24900, -26.75700, 0.57500], [4.06300, -22.33100, -3.99500], [4.16800, -23.31300, -3.88000], [4.55300, -21.99300, -3.25200], [-0.90800, -25.40800, -5.20100], [-0.21000, -25.31100, -4.60100], [-1.11500, -24.50200, -5.43000], [3.76200, -24.06100, -1.45900], [4.13000, -24.00700, -0.49800], [3.15700, -24.78500, -1.37400], [3.79900, -27.41600, -0.10300], [3.25600, -26.79300, -0.55600], [4.03700, -26.92500, 0.68800]], "total_charge": 1, "mol_weight_g_mol": 467.97, "gap_ev": 8.617, "spin_multiplicity": 1}

---

No. 12
{"formula": "CH3AgClNO2", "method": "ωB97M-V/def2-TZVPD", "symbols": ["Ag", "Cl", "C", "N", "O", "O", "H", "H", "H"], "positions_angstrom": [[0.97684, -0.97577, -4.69518], [-0.37761, -1.50143, -2.52343], [-0.35998, 0.52118, 0.46186], [0.28413, 0.11194, 1.73864], [-0.31634, -0.67154, 2.43804], [1.38522, 0.56440, 1.95712], [0.40999, 1.01089, -0.12317], [-1.11799, 1.26165, 0.72226], [-0.88426, -0.32131, 0.02385]], "total_charge": 1, "mol_weight_g_mol": 204.36, "s_squared": 0.753, "gap_ev": [6.735, 3.674], "spin_multiplicity": 2, "relative_energy_kcal_mol": 3.21}